This record from OMol25 describes a molecular structure, C4H4AuO2 at a distorted geometry. The level of theory is ωB97M-V with the def2-TZVPD basis set.

Each line ends with the Löwdin charge.
Cartesian coordinates (Å):
Au 2.499 -0.414 2.226  1.602
O -0.819 -1.154 -2.874  0.487
O 1.276 -0.207 1.180  -0.197
C -0.726 0.621 0.384  0.060
C -0.432 -0.484 -2.012  0.075
C 0.039 0.300 -1.056  0.194
C 0.019 -0.314 1.229  0.014
H 0.749 1.063 -1.379  0.191
H -0.354 -1.349 1.292  0.217
H -0.479 1.646 0.682  0.179
H -1.772 0.292 0.329  0.177

- DFT total energy (eV) = -11953.5735
- energy relative to the best compared isomer or geometry (same formula, charge and spin) (kJ/mol) = 0.00
- total charge = +3
- Kohn-Sham gap (alpha / beta) (eV) = 8.9 / 8.1
- multiplicity = 3
- molar mass (g/mol) = 281.0
- HOMO (alpha / beta) (eV) = -25.644 / -27.200

---

This record from OMol25 describes a molecular structure, C40H60BGeN9O2PbSSe. The level of theory is ωB97M-V with the def2-TZVPD basis set.

Each line ends with the Löwdin charge.
Cartesian coordinates (Å):
Pb 0.018 -0.493 -0.042  1.276
Se 1.091 -3.000 -1.889  0.544
Ge -3.854 2.698 2.367  0.803
S -2.383 -0.603 -2.090  0.622
O -1.413 -1.280 1.614  -0.438
O -1.041 1.960 -0.778  -0.150
N 2.390 0.132 -1.277  0.011
N 3.066 1.265 1.549  0.029
N -1.915 1.955 -2.937  0.085
N -1.633 -5.677 -4.700  0.001
N 1.992 -1.797 1.170  0.019
N 3.599 0.148 -0.660  0.029
N 1.750 1.537 1.346  0.082
N -3.890 1.014 -3.570  -0.143
N 3.230 -1.292 1.442  0.033
C -2.118 -2.221 3.708  -0.058
C -2.725 0.881 -2.853  -0.736
C 3.658 2.253 2.261  -0.286
C -1.067 2.323 -1.966  -0.499
C -3.340 2.260 -5.670  -0.088
C 3.990 0.456 -2.806  0.002
C 5.104 2.281 2.653  -0.035
C -0.006 3.312 -2.393  -0.131
C 0.537 -4.926 -3.961  -0.159
C 3.082 -3.201 2.526  -0.005
C 0.710 -3.855 1.685  -0.060
C -0.220 4.231 -3.415  -0.040
C -1.697 -0.964 2.923  -0.739
C 1.212 3.309 -1.717  -0.020
C 0.160 3.340 1.909  -0.042
C 4.583 0.345 -1.567  -0.286
C 5.287 -1.875 2.769  -0.038
C 1.494 0.263 -3.562  -0.046
C -1.409 -4.019 -2.959  -0.146
C 3.900 -2.124 2.266  -0.289
C 2.209 4.209 -2.067  -0.075
C 1.510 2.692 1.940  -0.358
C 2.686 3.192 2.539  -0.007
C -4.132 2.214 -4.365  -0.229
C -3.153 3.731 3.890  -0.227
C -4.029 3.911 0.838  -0.218
C 1.895 -2.956 1.813  -0.361
C -0.295 -5.696 -4.755  -0.212
C -2.722 1.177 1.972  -0.285
C 0.769 5.147 -3.751  -0.108
C -2.150 -4.830 -3.800  -0.194
C 1.987 5.136 -3.080  -0.115
C -0.006 -4.048 -3.009  -0.710
C 6.038 0.412 -1.221  -0.040
C 2.608 0.306 -2.568  -0.376
C -4.866 -0.064 -3.653  -0.277
C -2.904 0.012 2.953  -0.218
C -4.599 -1.077 -4.765  -0.088
C -5.657 2.144 2.919  -0.234
C -0.494 -0.336 3.654  -0.035
B 3.756 0.045 0.867  -0.516
H 0.348 -1.034 3.632  0.075
H -0.166 0.584 3.155  0.055
H -4.496 3.395 -0.004  0.015
H 2.762 5.846 -3.348  0.086
H -3.591 1.415 -6.315  0.055
H 5.338 -0.983 3.395  0.065
H -3.237 -4.803 -3.753  0.088
H 1.369 2.585 -0.926  0.089
H -3.791 -0.564 2.666  0.110
H -3.035 4.237 0.518  0.013
H -2.274 2.224 -5.443  0.060
H -2.897 -2.741 3.143  0.078
H -0.292 3.342 2.902  0.065
H 3.310 -4.056 3.146  0.095
H 1.613 -4.995 -4.065  0.075
H -0.217 -3.279 1.667  0.047
H -3.878 3.087 -3.765  0.102
H 5.603 -2.730 3.368  0.070
H 0.591 5.870 -4.541  0.087
H -6.167 1.582 2.133  0.014
H 6.376 -0.506 -0.735  0.074
H -1.682 1.521 1.984  0.026
H 2.802 4.111 3.097  0.095
H 0.526 0.435 -3.090  0.044
H -3.068 0.365 3.983  0.098
H 0.780 -4.407 0.743  0.040
H 5.763 2.266 1.784  0.066
H -2.504 -1.964 4.702  0.069
H -0.502 2.817 1.214  0.037
H 1.642 1.013 -4.342  0.078
H -1.168 4.213 -3.941  0.097
H 6.259 1.242 -0.547  0.064
H -5.843 0.399 -3.803  0.101
H -6.254 3.027 3.164  0.005
H 5.372 1.428 3.277  0.064
H -2.912 0.850 0.948  0.060
H -5.595 1.508 3.806  0.009
H 5.298 3.194 3.217  0.070
H -3.966 4.183 4.464  0.003
H 0.687 -4.563 2.516  0.070
H -3.554 3.187 -6.214  0.064
H 4.486 0.604 -3.754  0.097
H 3.160 4.186 -1.547  0.100
H 1.450 -0.729 -4.017  0.058
H -0.734 -0.102 4.699  0.074
H -5.372 -1.851 -4.762  0.067
H -3.631 -1.553 -4.604  0.054
H -4.599 -0.597 -5.748  0.054
H -4.626 4.790 1.095  0.006
H -2.487 4.526 3.547  0.004
H -1.905 -3.351 -2.265  0.044
H 0.252 4.377 1.578  0.081
H 6.615 0.550 -2.137  0.069
H 4.927 0.113 1.114  0.100
H -4.875 -0.580 -2.695  0.067
H -1.266 -2.899 3.827  0.065
H 5.997 -1.744 1.950  0.070
H -5.203 2.249 -4.575  0.102
H -2.583 3.074 4.555  0.012
H 0.135 -6.375 -5.488  0.081

- DFT total energy (eV) = -198588.4011
- energy relative to the best compared isomer or geometry (same formula, charge and spin) (kJ/mol) = 0.00
- total charge = -2
- Kohn-Sham gap (eV) = 5.8
- molar mass (g/mol) = 1100.6
- HOMO (eV) = -1.708

---

This record from OMol25 describes 10 unconnected molecules or ions with the total composition C50H50N10 at a distorted geometry. The level of theory is ωB97M-V with the def2-TZVPD basis set.

Each line ends with the Löwdin charge.
Cartesian coordinates (Å):
N -1.520 2.627 5.269  0.033
N 1.932 -6.091 -2.080  0.045
N -7.915 -0.744 4.290  0.048
N 2.464 5.335 -8.403  0.064
N -5.653 7.609 -6.306  0.043
N -2.540 -6.202 2.618  0.041
N 0.623 0.473 -1.383  0.035
N 3.240 -6.194 8.697  0.049
N 6.950 0.545 -7.212  0.043
N 3.680 7.721 1.304  0.056
C 0.415 -1.123 0.456  -0.065
C 1.905 3.571 -6.709  -0.058
C -0.646 -0.359 0.931  -0.074
C 2.474 -6.313 -0.842  -0.124
C 1.961 4.115 -8.035  -0.133
C 2.879 -6.352 7.367  -0.132
C -3.448 -7.004 2.007  -0.145
C -2.899 -5.556 3.736  -0.147
C -4.076 5.852 -5.810  -0.081
C -4.409 7.168 -6.138  -0.173
C 4.711 5.558 1.071  -0.086
C -4.142 -5.818 4.348  -0.088
C -4.720 -7.324 2.538  -0.052
C 3.780 -5.925 -0.513  -0.078
C 3.689 5.187 0.159  -0.041
C -6.666 6.665 -6.212  -0.112
C -5.063 -6.654 3.750  -0.084
C 2.701 -5.537 -2.962  -0.189
C -0.259 3.105 4.927  -0.131
C 2.874 6.046 -7.323  -0.181
C -9.704 -2.316 3.829  -0.080
C -7.681 -2.487 2.573  -0.062
C 1.046 -0.638 -0.718  -0.129
C 4.642 6.802 1.625  -0.157
C -5.082 4.924 -5.557  -0.080
C -0.432 1.306 6.991  -0.076
C -6.412 5.323 -5.798  -0.071
C 2.898 -3.839 8.388  -0.097
C -7.242 -1.383 3.306  -0.158
C 2.634 -5.288 6.504  -0.088
C 6.649 0.789 -5.902  -0.135
C -9.167 -1.169 4.488  -0.135
C 3.238 -4.897 9.202  -0.128
C 2.801 6.218 -0.274  -0.094
C 2.747 7.395 0.372  -0.168
C 4.061 -5.181 -2.773  -0.060
C -1.618 1.712 6.303  -0.122
C 0.839 1.792 6.603  -0.087
C 4.693 -0.631 -6.032  -0.085
C 4.986 -0.815 -7.364  -0.068
C 2.409 4.407 -5.704  -0.090
C 5.575 0.169 -5.284  -0.082
C 2.641 -4.020 7.034  -0.093
C -0.515 1.055 -1.011  -0.178
C 2.890 5.691 -5.999  -0.081
C -1.149 0.717 0.156  -0.072
C 4.631 -5.386 -1.501  -0.071
C 6.103 -0.134 -7.938  -0.157
C 0.941 2.697 5.542  -0.078
C -8.974 -2.959 2.875  -0.099
H 4.709 -4.845 -3.568  0.092
H 1.702 1.530 7.197  0.095
H -4.344 -5.339 5.295  0.095
H -7.244 4.657 -5.617  0.090
H -7.685 6.987 -6.366  0.090
H -4.891 3.917 -5.218  0.098
H 5.456 4.872 1.447  0.097
H -1.129 -0.586 1.870  0.099
H 2.397 -3.159 6.429  0.102
H 0.764 -2.003 0.976  0.096
H 5.687 -5.185 -1.396  0.098
H 4.090 -6.069 0.512  0.091
H 2.212 -5.381 -3.912  0.098
H 4.367 -1.469 -7.960  0.094
H -5.987 -6.900 4.252  0.097
H 1.577 2.593 -6.389  0.094
H 5.473 0.419 -4.238  0.094
H -3.012 5.671 -5.766  0.096
H -9.640 -0.673 5.323  0.097
H 6.370 -0.254 -8.978  0.099
H 3.473 -4.806 10.253  0.097
H 1.514 3.492 -8.797  0.089
H 3.335 6.367 -5.284  0.100
H -2.280 -4.812 4.214  0.096
H 3.721 4.238 -0.356  0.095
H -0.606 0.571 7.763  0.086
H 5.357 7.092 2.380  0.098
H 1.840 -6.832 -0.138  0.097
H 2.793 -2.824 8.741  0.096
H 2.194 8.211 -0.069  0.104
H -3.157 -7.387 1.041  0.094
H 2.801 -7.387 7.066  0.095
H -2.013 1.248 0.527  0.098
H 2.143 5.954 -1.089  0.096
H 1.896 3.064 5.197  0.095
H 3.470 6.900 -7.609  0.098
H -6.245 -1.023 3.097  0.094
H -9.392 -3.826 2.386  0.102
H 3.874 -1.173 -5.583  0.100
H 2.629 4.006 -4.725  0.096
H 7.351 1.358 -5.311  0.097
H 1.926 -1.115 -1.123  0.092
H -0.856 1.801 -1.713  0.100
H -7.132 -2.920 1.750  0.097
H -10.672 -2.705 4.109  0.096
H -3.647 7.929 -6.221  0.099
H -2.577 1.247 6.484  0.092
H -0.311 3.782 4.088  0.092
H 2.359 -5.484 5.478  0.099
H -5.431 -7.986 2.066  0.092

- DFT total energy (eV) = -67556.7465
- energy relative to the best compared isomer or geometry (same formula, charge and spin) (kJ/mol) = 378.45
- Kohn-Sham gap (eV) = 9.6
- molar mass (g/mol) = 791.0
- HOMO (eV) = -9.601

---

This record from OMol25 describes 2 unconnected molecules or ions with the total composition C7H15BrN2 at a distorted geometry. The level of theory is ωB97M-V with the def2-TZVPD basis set.

Each line ends with the Löwdin charge.
Cartesian coordinates (Å):
Br 0.870 -3.694 -2.021  -0.363
N 0.882 0.376 -0.286  -0.077
N 0.101 -1.153 2.735  0.176
C -0.082 1.397 -0.840  -0.107
C 0.036 -0.093 2.059  -0.408
C 0.660 -0.985 -0.977  -0.253
C -0.595 -0.833 -1.847  -0.201
C -1.193 0.755 2.201  -0.033
C -1.057 0.657 -1.758  -0.135
C 1.185 0.350 1.170  -0.069
H -0.494 2.087 -0.112  0.113
H -1.643 1.043 1.254  0.060
H 1.525 1.343 1.479  0.140
H 1.761 0.681 -0.691  0.163
H -1.343 -1.447 -1.349  0.103
H 0.979 -1.652 2.587  0.068
H -0.960 1.649 2.786  0.092
H 1.510 -1.105 -1.647  0.064
H -2.085 0.695 -1.409  0.107
H -0.966 1.056 -2.765  0.109
H -0.438 -1.175 -2.860  0.080
H 2.024 -0.331 1.311  0.136
H -1.924 0.186 2.771  0.087
H 0.535 2.014 -1.496  0.127
H 0.708 -1.824 -0.294  0.023

- DFT total energy (eV) = -80523.1944
- Kohn-Sham gap (eV) = 6.4
- molar mass (g/mol) = 207.1
- HOMO (eV) = -6.938

---

This record from OMol25 describes a molecular structure, C35H52CoF2N3S2Si at a distorted geometry. The level of theory is ωB97M-V with the def2-TZVPD basis set.

Each line ends with the Löwdin charge.
Cartesian coordinates (Å):
Co 0.545 -0.504 0.142  0.579
S 2.886 -1.215 -2.814  0.869
S 0.530 1.359 -2.281  0.662
Si -1.726 0.277 0.773  0.877
F 1.033 -3.765 4.675  0.036
F 3.961 -0.137 4.130  0.040
N -0.149 -1.936 -1.744  -0.106
N 1.979 -3.019 -0.595  -0.104
N 2.549 0.472 0.271  0.074
C -2.131 2.867 -0.560  -0.125
C 0.899 -2.459 2.705  -0.087
C -1.380 1.335 2.460  -0.626
C -3.738 -1.807 -0.012  -0.117
C 0.097 -1.680 -3.159  -0.316
C 3.802 -2.678 -2.204  -0.449
C -0.261 -3.345 -1.396  -0.196
C 1.473 -2.703 3.936  -0.261
C 2.480 -1.909 4.454  0.053
C 3.255 -0.003 1.315  -0.232
C -4.258 1.740 -0.111  -0.113
C -4.219 -0.774 2.178  -0.108
C -2.519 2.227 2.948  -0.107
C 3.227 1.127 -0.665  -0.215
C 2.519 -0.765 2.309  -0.159
C 3.395 -3.101 -0.789  -0.279
C -0.431 4.731 -4.159  -0.119
C -0.160 2.222 2.205  -0.115
C -0.385 3.419 -3.747  -0.143
C 1.488 -1.971 -3.718  -0.446
C 5.335 0.757 0.385  -0.062
C 2.984 -0.942 3.612  -0.212
C -2.765 0.897 -1.880  -0.153
C 1.360 -1.448 1.850  -0.148
C -3.093 -1.198 1.235  -0.607
C 4.649 0.090 1.378  -0.020
C -1.022 0.400 3.612  -0.111
C 0.454 3.034 -2.697  -0.684
C 0.371 5.690 -3.556  -0.133
C 1.195 5.319 -2.503  -0.118
C -2.791 1.492 -0.473  -0.606
C 1.230 4.011 -2.066  -0.128
C -2.355 -2.341 1.924  -0.137
C 4.595 1.319 -0.647  -0.060
C 1.127 -3.985 -1.232  -0.205
H 2.866 -2.040 5.450  0.123
H -3.821 -0.483 3.144  0.055
H -4.858 0.840 -0.211  0.051
H -4.372 2.124 0.899  0.057
H -0.686 0.981 4.474  0.081
H -2.372 3.479 0.306  0.061
H 1.731 -2.900 0.382  0.059
H -1.832 -2.000 2.809  0.051
H -2.216 2.729 3.872  0.078
H -0.224 -0.276 3.326  0.042
H 6.416 0.826 0.402  0.103
H -0.849 -3.905 -2.146  0.120
H -1.037 -1.482 -1.536  0.049
H 4.852 -2.382 -2.211  0.061
H -1.054 2.782 -0.635  0.024
H -3.220 -0.086 -1.922  0.049
H -0.090 -0.617 -3.319  0.004
H -0.787 -3.413 -0.440  0.090
H 2.645 1.518 -1.484  -0.014
H -4.439 -1.124 -0.483  0.056
H -0.383 3.011 1.494  0.063
H 1.522 -1.530 -4.718  0.069
H 1.534 -4.250 -2.211  0.095
H -2.984 -2.095 -0.743  0.055
H 5.066 1.894 -1.430  0.104
H -1.740 0.818 -2.225  -0.031
H 5.186 -0.383 2.186  0.111
H -4.297 -2.707 0.259  0.078
H -4.806 0.049 1.786  0.054
H 1.024 -4.932 -0.667  0.119
H -1.096 5.012 -4.965  0.091
H 0.176 2.687 3.135  0.080
H 1.818 6.058 -2.016  0.091
H -3.050 -3.133 2.216  0.084
H -2.769 2.995 2.223  0.052
H 1.860 3.733 -1.233  0.089
H -4.671 2.485 -0.798  0.080
H 0.358 6.712 -3.910  0.083
H -1.883 -0.183 3.925  0.059
H -3.302 1.543 -2.576  0.080
H 3.849 -2.405 -0.081  0.102
H -2.487 3.399 -1.445  0.083
H -3.413 1.650 3.162  0.057
H -1.627 -2.768 1.242  0.033
H -4.896 -1.617 2.346  0.077
H 1.691 -3.038 -3.800  0.053
H 0.661 1.633 1.800  0.039
H 0.097 -3.114 2.408  0.085
H 3.811 -4.114 -0.592  0.115
H -0.988 2.662 -4.228  0.092
H 3.666 -3.486 -2.923  0.060
H -0.611 -2.254 -3.792  0.120

- DFT total energy (eV) = -114220.1203
- total charge = -1
- Kohn-Sham gap (alpha / beta) (eV) = 6.1 / 6.3
- multiplicity = 4
- molar mass (g/mol) = 704.0
- HOMO (alpha / beta) (eV) = -3.615 / -3.867

---

This record from OMol25 describes a molecular structure, C7H11N at a distorted geometry. The level of theory is ωB97M-V with the def2-TZVPD basis set.

Each line ends with the Löwdin charge.
Cartesian coordinates (Å):
N 1.334 0.748 -0.065  -0.308
C -1.332 0.868 -0.301  -0.010
C -3.499 -0.624 -0.042  -0.164
C 2.832 -0.622 -0.102  -0.149
C 1.438 -0.321 0.978  -0.183
C -2.279 0.104 -0.292  -0.175
C 1.668 -0.145 -1.052  -0.384
C 0.036 1.520 0.039  -0.152
H 0.461 -1.206 0.672  0.153
H -4.527 -0.729 -0.696  0.109
H 3.449 -1.936 -0.240  0.165
H -3.995 0.108 1.005  0.170
H 3.807 0.527 0.230  0.206
H 0.013 2.284 -0.623  0.053
H 0.875 -1.126 -1.013  0.126
H 1.340 0.198 2.268  0.175
H -0.020 1.759 1.192  0.142
H 1.711 0.294 -2.211  0.162
H -3.314 -1.701 0.254  0.064

- DFT total energy (eV) = -8915.8496
- energy relative to the best compared isomer or geometry (same formula, charge and spin) (kJ/mol) = 1146.15
- Kohn-Sham gap (eV) = 10.0
- molar mass (g/mol) = 109.2
- HOMO (eV) = -9.223

---

Which of these has the lowest molar mass? C7H11N